No. 1
A structure of composition C8H5Cl2FeInNO3S. Source: OMol25; level of theory: wB97M-V/def2-TZVPD.

```
! RIJCOSX wB97M-V def2-TZVPD def2/J DEFGRID3
* xyz 4 6
In -0.15 -0.68 -2.08
Fe -0.69 0.50 0.21
Cl -2.06 -1.91 -2.79
Cl -1.97 2.04 -0.55
C 1.07 1.06 0.27
C 0.69 -2.51 -3.89
C 0.02 0.81 -4.17
O 1.86 1.67 0.89
O 0.35 -3.27 -4.67
O -0.01 1.39 -5.15
S -0.69 -1.32 1.49
C -0.30 -0.52 2.97
N -1.37 -0.22 3.80
C -1.21 0.48 4.96
C 0.06 0.83 5.38
C 1.17 0.42 4.62
C 0.99 -0.28 3.43
H -2.29 -0.51 3.48
H -2.13 0.72 5.49
H 0.18 1.42 6.28
H 2.18 0.65 4.97
H 1.82 -0.66 2.84
*
```

E_LUMO (alpha / beta) = -18.6 / -19.2 eV
<S²> = 9.07
gap between HOMO and LUMO (alpha / beta) = 5.787 / 5.654 eV
total energy = -3358.8168 hartree

For each atom in turn, the Mulliken charge in e is: atom 1 (In): 1.237, atom 2 (Fe): 0.102, atom 3 (Cl): 0.080, atom 4 (Cl): -0.085, atom 5 (C): 0.535, atom 6 (C): 0.231, atom 7 (C): 0.188, atom 8 (O): -0.027, atom 9 (O): 0.003, atom 10 (O): 0.098, atom 11 (S): -0.199, atom 12 (C): 0.610, atom 13 (N): -0.068, atom 14 (C): -0.049, atom 15 (C): -0.440, atom 16 (C): -0.255, atom 17 (C): -0.338, atom 18 (H): 0.310, atom 19 (H): 0.501, atom 20 (H): 0.481, atom 21 (H): 0.504, atom 22 (H): 0.581

No. 2
A structure of composition C8H5Cl2N. Source: OMol25; level of theory: wB97M-V/def2-TZVPD.

```
! RIJCOSX wB97M-V def2-TZVPD def2/J DEFGRID3
* xyz 0 1
C -2.13 2.93 1.80
C 0.33 -0.91 -0.61
C -0.93 -0.83 -0.02
C 1.20 0.15 -0.49
C -1.23 0.25 0.75
C 0.89 1.21 0.29
C -0.38 1.35 0.84
C -0.75 2.52 1.57
N -3.13 3.32 2.16
Cl 0.33 3.79 1.63
Cl 1.26 5.38 -0.32
H 0.44 -1.91 -1.11
H -1.64 -1.57 -0.04
H 2.22 0.30 -0.88
H -2.19 0.25 1.21
H 1.66 1.92 0.30
*
```

energy above the lowest of the compared OMol25 structures with the same formula, charge and spin = 103.9 kJ/mol
E_LUMO (alpha / beta) = -2.4 / -3.2 eV
gap between HOMO and LUMO (alpha / beta) = 8.110 / 5.439 eV
total energy = -1282.8638 hartree

For each atom in turn, the Mulliken charge in e is: atom 1 (C): 0.085, atom 2 (C): -0.378, atom 3 (C): -0.489, atom 4 (C): -0.499, atom 5 (C): -0.525, atom 6 (C): -0.381, atom 7 (C): 0.526, atom 8 (C): 0.510, atom 9 (N): -0.362, atom 10 (Cl): -0.056, atom 11 (Cl): -0.263, atom 12 (H): 0.296, atom 13 (H): 0.456, atom 14 (H): 0.316, atom 15 (H): 0.381, atom 16 (H): 0.382

No. 3
An isolated molecule of C8H5N. Source: OMol25; level of theory: wB97M-V/def2-TZVPD.

```
! RIJCOSX wB97M-V def2-TZVPD def2/J DEFGRID3
* xyz 0 1
C -1.17 2.35 1.22
C -0.60 1.37 0.86
C 0.00 0.16 0.28
C -0.32 -1.11 1.12
C -0.32 -2.12 1.88
C 1.52 0.12 0.43
N 2.59 0.42 0.49
C -0.37 -0.09 -1.16
C 0.40 -0.34 -2.19
H -1.22 3.46 1.57
H -0.52 -3.02 2.34
H -1.44 -0.47 -1.38
H 1.48 -0.08 -2.35
H -0.05 -0.65 -3.11
*
```

energy above the lowest of the compared OMol25 structures with the same formula, charge and spin = 22.6 kJ/mol
E_LUMO = 0.8 eV
structure (SMILES) = C#CC(C#C)(C#N)C=C
gap between HOMO and LUMO = 11.327 eV
total energy = -362.3619 hartree

For each atom in turn, the Mulliken charge in e is: atom 1 (C): 0.070, atom 2 (C): -1.136, atom 3 (C): 2.442, atom 4 (C): -0.979, atom 5 (C): -0.197, atom 6 (C): -0.208, atom 7 (N): -0.401, atom 8 (C): -0.474, atom 9 (C): -0.644, atom 10 (H): 0.319, atom 11 (H): 0.478, atom 12 (H): 0.199, atom 13 (H): 0.270, atom 14 (H): 0.261

No. 4
A structure of composition C8H5N2O5Sc. Source: OMol25; level of theory: wB97M-V/def2-TZVPD.

```
! RIJCOSX wB97M-V def2-TZVPD def2/J DEFGRID3
* xyz 2 1
O 1.89 1.10 -1.75
C 1.10 0.49 -0.94
Sc 0.41 2.11 -0.92
O -2.82 1.13 -1.90
C -1.76 1.43 -1.57
C -0.38 -0.08 -0.28
O -0.98 -0.12 0.82
C 0.96 -2.17 -0.96
O 1.34 -2.32 0.22
C -0.24 -1.34 -1.26
O -1.21 -1.84 -1.81
H 1.19 -2.78 -1.69
N 1.62 4.07 2.33
C 1.51 2.94 3.14
C 0.98 1.96 2.36
N 0.75 2.50 1.10
C 1.17 3.77 1.10
H 1.98 4.98 2.61
H 1.80 2.93 4.18
H 0.74 0.93 2.58
H 1.14 4.47 0.27
*
```

energy above the lowest of the compared OMol25 structures with the same formula, charge and spin = 646.9 kJ/mol
E_LUMO (alpha / beta) = -11.0 / -10.8 eV
gap between HOMO and LUMO (alpha / beta) = 6.483 / 6.466 eV
total energy = -1553.3863 hartree

For each atom in turn, the Mulliken charge in e is: atom 1 (O): -0.420, atom 2 (C): 0.226, atom 3 (Sc): 1.120, atom 4 (O): -0.005, atom 5 (C): 0.338, atom 6 (C): 0.611, atom 7 (O): -0.374, atom 8 (C): -0.208, atom 9 (O): -0.339, atom 10 (C): 0.494, atom 11 (O): -0.340, atom 12 (H): 0.520, atom 13 (N): 0.001, atom 14 (C): -0.477, atom 15 (C): -0.228, atom 16 (N): -0.060, atom 17 (C): -0.304, atom 18 (H): 0.247, atom 19 (H): 0.405, atom 20 (H): 0.461, atom 21 (H): 0.332

No. 5
A structure of composition C8H6BeN2O3. Source: OMol25; level of theory: wB97M-V/def2-TZVPD.

```
! RIJCOSX wB97M-V def2-TZVPD def2/J DEFGRID3
* xyz 2 1
O 0.00 3.41 -2.84
C 0.00 2.33 -2.50
Be 0.00 -0.10 -1.58
C 1.47 -0.67 -2.37
C -1.47 -0.67 -2.37
O 2.47 -1.05 -2.81
O -2.47 -1.04 -2.81
N 0.00 -2.11 0.09
C 0.00 -0.93 0.77
C 0.00 -0.89 2.17
C 0.00 0.35 2.80
C 0.00 1.52 2.02
C 0.00 1.44 0.65
N 0.00 0.23 0.02
H 0.00 -2.22 -0.93
H 0.00 -2.97 0.64
H 0.00 -1.84 2.71
H 0.00 0.41 3.89
H 0.00 2.50 2.49
H 0.00 2.31 -0.01
*
```

energy above the lowest of the compared OMol25 structures with the same formula, charge and spin = 74.5 kJ/mol
E_LUMO = -10.2 eV
gap between HOMO and LUMO = 6.447 eV
total energy = -657.8432 hartree

For each atom in turn, the Mulliken charge in e is: atom 1 (O): -0.073, atom 2 (C): 0.123, atom 3 (Be): 0.639, atom 4 (C): 0.283, atom 5 (C): 0.281, atom 6 (O): -0.052, atom 7 (O): -0.050, atom 8 (N): -0.362, atom 9 (C): 1.209, atom 10 (C): -0.913, atom 11 (C): -0.259, atom 12 (C): -0.823, atom 13 (C): 0.254, atom 14 (N): -0.006, atom 15 (H): -0.033, atom 16 (H): 0.257, atom 17 (H): 0.367, atom 18 (H): 0.446, atom 19 (H): 0.428, atom 20 (H): 0.285

No. 6
The ion C8H6BrO3 with charge -1. Source: OMol25; level of theory: wB97M-V/def2-TZVPD.

```
! RIJCOSX wB97M-V def2-TZVPD def2/J DEFGRID3
* xyz -1 1
O -3.07 -1.21 -1.88
C -3.00 -1.51 -0.69
O -3.42 -2.52 0.04
C -2.54 -0.35 0.38
O -2.63 -0.94 1.57
Br -3.90 1.04 0.08
C -0.96 0.19 0.13
C -0.46 1.40 -0.28
C 0.89 1.59 -0.52
C 1.78 0.60 -0.33
C 1.28 -0.67 -0.02
C -0.06 -0.89 0.30
H -3.01 -1.98 1.19
H -1.11 2.21 -0.26
H 1.33 2.53 -0.81
H 2.84 0.60 -0.49
H 1.98 -1.47 0.38
H -0.27 -1.97 0.40
*
```

energy above the lowest of the compared OMol25 structures with the same formula, charge and spin = 0.0 kJ/mol
E_LUMO = 3.4 eV
structure (SMILES) = O=C([O-])[C@](O)(Br)c1ccccc1
gap between HOMO and LUMO = 8.320 eV
total energy = -3108.2324 hartree

For each atom in turn, the Mulliken charge in e is: atom 1 (O): -0.663, atom 2 (C): 0.571, atom 3 (O): -0.702, atom 4 (C): 0.590, atom 5 (O): -0.682, atom 6 (Br): -0.307, atom 7 (C): 0.205, atom 8 (C): -0.327, atom 9 (C): -0.451, atom 10 (C): -0.429, atom 11 (C): -0.391, atom 12 (C): -0.433, atom 13 (H): 0.451, atom 14 (H): 0.362, atom 15 (H): 0.319, atom 16 (H): 0.379, atom 17 (H): 0.234, atom 18 (H): 0.274

No. 7
A cluster of 2 separate species, C8H6ClF2P in total. Source: OMol25; level of theory: wB97M-V/def2-TZVPD.

```
! RIJCOSX wB97M-V def2-TZVPD def2/J DEFGRID3
* xyz 0 3
C 1.16 -3.14 -0.03
C 1.27 -2.11 -1.01
C 0.10 -3.16 0.89
C 0.43 -1.02 -0.81
C -0.70 -2.07 0.99
C -0.58 -0.94 0.19
C 0.28 3.14 -0.03
C -0.48 4.40 0.40
F -1.23 5.02 -0.52
F -1.32 4.09 1.46
P -1.66 0.50 0.26
Cl 0.12 2.95 -1.68
H 1.69 -4.16 -0.13
H 1.91 -2.19 -1.89
H -0.13 -4.17 1.39
H 0.44 -0.28 -1.65
H -1.57 -2.12 1.51
H 0.26 5.25 0.66
*
```

E_LUMO (alpha / beta) = -1.3 / -1.6 eV
<S²> = 2.06
gap between HOMO and LUMO (alpha / beta) = 6.508 / 8.005 eV
total energy = -1309.4898 hartree

For each atom in turn, the Mulliken charge in e is: atom 1 (C): -0.304, atom 2 (C): -0.587, atom 3 (C): -0.352, atom 4 (C): -0.118, atom 5 (C): -0.409, atom 6 (C): 0.307, atom 7 (C): -0.255, atom 8 (C): 0.480, atom 9 (F): -0.254, atom 10 (F): -0.220, atom 11 (P): 0.051, atom 12 (Cl): 0.011, atom 13 (H): 0.244, atom 14 (H): 0.374, atom 15 (H): 0.253, atom 16 (H): 0.168, atom 17 (H): 0.434, atom 18 (H): 0.177

No. 8
A cluster of 2 separate species, C8H6ClN2OP in total. Source: OMol25; level of theory: wB97M-V/def2-TZVPD.

```
! RIJCOSX wB97M-V def2-TZVPD def2/J DEFGRID3
* xyz 0 1
C 1.31 -1.10 0.89
C 2.25 -0.63 -0.10
C 0.39 -0.21 1.31
C 1.99 0.49 -0.79
C -0.71 2.12 1.24
C 0.18 1.06 0.67
C 1.04 1.40 -0.34
C 0.79 2.57 -1.14
N -0.87 3.17 0.56
N -0.16 3.33 -0.63
O 3.08 1.48 2.35
P 1.82 2.17 2.22
Cl 2.24 3.96 1.27
H 1.23 -2.04 1.44
H 3.09 -1.25 -0.49
H -0.16 -0.47 2.14
H 2.77 0.69 -1.50
H -1.43 2.06 2.08
H -0.35 4.19 -1.09
*
```

energy above the lowest of the compared OMol25 structures with the same formula, charge and spin = 38.3 kJ/mol
E_LUMO = -0.5 eV
gap between HOMO and LUMO = 8.110 eV
total energy = -1294.6636 hartree

For each atom in turn, the Mulliken charge in e is: atom 1 (C): -0.471, atom 2 (C): -0.453, atom 3 (C): -0.497, atom 4 (C): -0.595, atom 5 (C): -0.338, atom 6 (C): 0.464, atom 7 (C): 1.264, atom 8 (C): -1.165, atom 9 (N): -0.647, atom 10 (N): 0.349, atom 11 (O): -0.468, atom 12 (P): 0.616, atom 13 (Cl): -0.222, atom 14 (H): 0.347, atom 15 (H): 0.349, atom 16 (H): 0.487, atom 17 (H): 0.356, atom 18 (H): 0.397, atom 19 (H): 0.230

No. 9
An isolated molecule of C8H6ClN3S. Source: OMol25; level of theory: wB97M-V/def2-TZVPD.

```
! RIJCOSX wB97M-V def2-TZVPD def2/J DEFGRID3
* xyz 0 1
S 1.71 0.71 4.59
C 1.27 0.05 3.14
N 1.08 0.71 1.92
C 0.57 -0.14 1.07
C 0.14 0.16 -0.31
C -0.23 1.48 -0.71
C -0.77 1.69 -1.99
C -1.02 0.63 -2.87
Cl -1.67 0.96 -4.44
C -0.67 -0.66 -2.49
C -0.05 -0.90 -1.26
N 0.40 -1.38 1.64
N 0.88 -1.26 2.98
H -0.12 2.30 -0.01
H -1.00 2.72 -2.31
H -0.85 -1.51 -3.14
H 0.26 -1.92 -1.00
H -0.47 -1.84 1.45
H 0.53 -1.81 3.75
*
```

energy above the lowest of the compared OMol25 structures with the same formula, charge and spin = 47.3 kJ/mol
E_LUMO = -0.5 eV
structure (SMILES) = S=c1nc(-c2ccc(Cl)cc2)[nH][nH]1
gap between HOMO and LUMO = 7.692 eV
total energy = -1331.0815 hartree

For each atom in turn, the Mulliken charge in e is: atom 1 (S): -0.381, atom 2 (C): 0.085, atom 3 (N): -0.503, atom 4 (C): 0.356, atom 5 (C): 0.310, atom 6 (C): -0.465, atom 7 (C): -0.399, atom 8 (C): 0.290, atom 9 (Cl): -0.196, atom 10 (C): -0.503, atom 11 (C): -0.434, atom 12 (N): -0.203, atom 13 (N): -0.189, atom 14 (H): 0.459, atom 15 (H): 0.357, atom 16 (H): 0.415, atom 17 (H): 0.426, atom 18 (H): 0.304, atom 19 (H): 0.272

No. 10
A structure of composition C8H6CuN2O5S. Source: OMol25; level of theory: wB97M-V/def2-TZVPD.

```
! RIJCOSX wB97M-V def2-TZVPD def2/J DEFGRID3
* xyz 2 2
O -0.79 -2.73 -1.40
C -0.35 -1.76 -0.98
Cu 0.25 -0.16 -0.33
O 2.94 -1.03 0.59
C 1.87 -0.86 0.22
C -2.40 0.52 -0.61
O -3.42 1.00 -0.79
C -0.89 -1.01 2.02
O -1.13 -1.13 3.13
C 0.76 0.55 -1.99
O 1.12 1.28 -2.79
S -0.16 1.95 0.80
C 1.36 2.59 1.27
N 2.09 3.49 0.60
C 3.30 3.89 1.30
C 3.23 3.06 2.59
N 2.00 2.31 2.42
H 1.78 3.86 -0.29
H 3.30 4.97 1.51
H 4.18 3.64 0.70
H 3.19 3.69 3.48
H 4.08 2.38 2.67
H 1.60 1.67 3.09
*
```

E_LUMO (alpha / beta) = -8.2 / -11.4 eV
<S²> = 0.76
gap between HOMO and LUMO (alpha / beta) = 8.999 / 5.704 eV
total energy = -2832.1504 hartree

For each atom in turn, the Mulliken charge in e is: atom 1 (O): -0.076, atom 2 (C): 0.433, atom 3 (Cu): -0.249, atom 4 (O): -0.082, atom 5 (C): 0.542, atom 6 (C): 0.140, atom 7 (O): -0.103, atom 8 (C): 0.201, atom 9 (O): -0.121, atom 10 (C): 0.686, atom 11 (O): -0.083, atom 12 (S): -0.175, atom 13 (C): 0.164, atom 14 (N): -0.052, atom 15 (C): -0.395, atom 16 (C): -0.415, atom 17 (N): -0.053, atom 18 (H): 0.232, atom 19 (H): 0.307, atom 20 (H): 0.295, atom 21 (H): 0.307, atom 22 (H): 0.282, atom 23 (H): 0.216

No. 11
A structure of composition C8H6F11N3O4PdS2. Source: OMol25; level of theory: wB97M-V/def2-TZVPD.

```
! RIJCOSX wB97M-V def2-TZVPD def2/J DEFGRID3
* xyz 2 1
Pd -0.51 -0.79 0.39
F 2.48 1.03 -0.35
C 3.24 -0.06 -0.38
F 4.23 0.03 0.46
F 3.63 -0.32 -1.60
S 2.18 -1.51 0.17
O 0.90 -1.45 -0.74
O 2.89 -2.73 0.09
N 1.63 -1.00 1.57
S 0.86 -2.13 2.46
O 1.59 -3.21 2.98
O -0.37 -2.44 1.64
C 0.18 -0.99 3.78
F -0.57 -1.70 4.57
F -0.59 -0.09 3.11
F 1.13 -0.37 4.41
F -3.00 -0.50 -0.98
C -2.42 -1.50 -0.44
F -2.90 -1.77 0.73
C -2.10 -2.69 -1.40
F -1.36 -2.20 -2.38
F -3.24 -3.15 -1.85
F -1.44 -3.61 -0.73
C -0.63 4.43 -1.01
N -0.55 2.97 -1.16
C -0.41 2.29 -2.35
C -0.40 0.96 -2.06
N -0.54 0.85 -0.69
C -0.61 2.08 -0.17
H -0.16 4.89 -1.88
H -0.10 4.73 -0.11
H -1.67 4.73 -0.96
H -0.34 2.79 -3.29
H -0.31 0.11 -2.71
H -0.70 2.34 0.87
*
```

energy above the lowest of the compared OMol25 structures with the same formula, charge and spin = 58.0 kJ/mol
E_LUMO = -11.2 eV
gap between HOMO and LUMO = 5.887 eV
total energy = -2795.6544 hartree

For each atom in turn, the Mulliken charge in e is: atom 1 (Pd): 0.613, atom 2 (F): -0.172, atom 3 (C): 0.665, atom 4 (F): -0.152, atom 5 (F): -0.157, atom 6 (S): 1.140, atom 7 (O): -0.509, atom 8 (O): -0.440, atom 9 (N): -0.566, atom 10 (S): 1.099, atom 11 (O): -0.402, atom 12 (O): -0.544, atom 13 (C): 0.745, atom 14 (F): -0.143, atom 15 (F): -0.241, atom 16 (F): -0.161, atom 17 (F): -0.141, atom 18 (C): 0.764, atom 19 (F): -0.109, atom 20 (C): 0.752, atom 21 (F): -0.182, atom 22 (F): -0.187, atom 23 (F): -0.173, atom 24 (C): -0.822, atom 25 (N): 0.060, atom 26 (C): -0.632, atom 27 (C): -0.773, atom 28 (N): 0.398, atom 29 (C): -0.376, atom 30 (H): 0.329, atom 31 (H): 0.360, atom 32 (H): 0.345, atom 33 (H): 0.479, atom 34 (H): 0.604, atom 35 (H): 0.532

No. 12
An isolated molecule of C8H6F6O. Source: OMol25; level of theory: wB97M-V/def2-TZVPD.

```
! RIJCOSX wB97M-V def2-TZVPD def2/J DEFGRID3
* xyz 0 1
C -0.62 -1.59 0.28
C 0.79 -1.15 0.31
C 1.72 -2.14 0.79
O 2.64 -2.04 1.53
F 1.31 -3.39 0.47
C 1.18 0.16 0.09
C 0.27 1.33 -0.14
C 2.62 0.26 -0.23
C 3.00 -0.75 -1.03
F 4.26 -1.02 -1.43
F 2.24 -1.68 -1.64
C 3.58 1.25 0.41
F 2.96 1.87 1.40
F 4.72 0.72 0.78
F 3.98 2.24 -0.44
H -0.63 -2.41 -0.52
H -1.20 -0.90 -0.23
H -1.13 -1.96 1.22
H -0.67 0.95 -0.16
H 0.55 1.97 -1.00
H 0.35 1.97 0.85
*
```

energy above the lowest of the compared OMol25 structures with the same formula, charge and spin = 167.0 kJ/mol
E_LUMO = -0.1 eV
structure (SMILES) = C/C(C(=O)F)=C(\C)C(=C(F)F)C(F)(F)F
gap between HOMO and LUMO = 9.597 eV
total energy = -982.8267 hartree

For each atom in turn, the Mulliken charge in e is: atom 1 (C): -1.709, atom 2 (C): 0.487, atom 3 (C): 0.680, atom 4 (O): -0.492, atom 5 (F): -0.277, atom 6 (C): 1.136, atom 7 (C): -1.570, atom 8 (C): -0.280, atom 9 (C): 0.382, atom 10 (F): -0.262, atom 11 (F): -0.192, atom 12 (C): 0.793, atom 13 (F): -0.273, atom 14 (F): -0.242, atom 15 (F): -0.292, atom 16 (H): 0.311, atom 17 (H): 0.459, atom 18 (H): 0.258, atom 19 (H): 0.477, atom 20 (H): 0.329, atom 21 (H): 0.277